74
Properties=species:S:1:pos:R:3 method="wB97M-V/def2-TZVPD" charge=+2 lumo_energy_ha=-0.270 spin_multiplicity=1
Al 3.37523 6.14233 18.26070
I 0.89237 7.48697 25.09191
C 1.16764 7.14527 23.01841
C 0.59224 7.98626 22.07224
C 0.90493 7.83654 20.71374
I 0.01794 9.16632 19.38844
C 1.68199 6.71310 20.32213
O 1.80822 6.45211 18.96841
C 2.28808 5.87784 21.30561
C 3.38616 4.85878 20.90515
N 4.32385 5.43114 19.88186
C 5.15586 6.51946 20.50118
C 5.13292 7.79052 19.65493
C 5.96358 8.90155 20.01855
C 6.14693 9.90671 19.12938
C 5.38504 9.98270 17.80513
C 4.48457 8.79411 17.52829
N 4.38034 7.79293 18.56051
C 1.96629 6.05319 22.63770
H -0.10474 8.78333 22.36701
H 3.99336 4.53351 21.77634
H 2.91108 3.94630 20.47950
H 4.96525 4.70218 19.59379
H 4.80416 6.76096 21.51381
H 6.24223 6.21232 20.60320
H 6.48966 8.87246 20.98004
H 6.85785 10.71956 19.37428
H 4.89325 10.96851 17.77703
H 3.49257 9.11894 17.17911
H 2.29915 5.35603 23.41125
C 8.47619 10.99933 16.14076
C 7.63738 9.73848 16.28299
C 8.30851 8.52170 16.35196
C 7.68062 7.25991 16.59900
C 8.53526 6.06321 16.97865
C 6.26748 7.14397 16.53157
C 5.77944 5.84597 16.58560
O 4.61866 5.39849 16.99147
C 5.37904 8.39979 16.25672
C 4.60359 8.27407 14.95430
C 6.14869 9.78621 16.41897
H 9.51963 10.69763 16.14596
H 8.28393 11.72609 16.93842
H 8.23235 11.48695 15.17148
H 9.38343 8.49399 16.12968
H 9.60218 6.32578 16.93944
H 8.38492 5.21949 16.27943
H 8.37627 5.64403 17.98680
H 6.48211 5.11826 16.28144
H 4.82338 7.32466 14.44522
H 4.90060 9.08738 14.25816
H 3.52864 8.33265 15.10776
H 5.66461 10.55206 15.80472
C 1.91105 7.83779 12.42201
Ge 0.77254 8.65824 13.83305
C -0.94922 8.99834 12.93133
C 1.49873 10.42919 14.31428
C 0.45878 7.62024 15.56451
Se 1.11865 5.83152 16.02823
C 1.97946 4.95069 14.49520
H 2.02604 8.59275 11.63311
H 1.46533 6.95700 11.97701
H 2.91718 7.54745 12.70466
H -0.79897 9.89108 12.30803
H -1.76897 9.17411 13.64320
H -1.21065 8.15291 12.31515
H 1.64260 11.04829 13.41781
H 2.44785 10.30104 14.83709
H 0.83093 10.94210 14.99225
H -0.63016 7.50743 15.67467
H 0.70101 8.27147 16.43134
H 2.54794 5.66132 13.92225
H 1.24081 4.38838 13.90759
H 2.68654 4.24578 14.96790